Molecular formula: C39H36N4P2PdS3
Method: DFT, ωB97M-V with the def2-TZVPD basis set

Orbital gap in eV: 6.713
Charge: 0
HOMO energy in eV: -6.533

XYZ file:
```
85
Properties=species:S:1:pos:R:3:forces:R:3:mulliken_charge:R:1
Pd 0.8352 0.7917 0.4780 -1.939 -0.613 -0.556 -0.50
S 1.7252 -1.8172 0.9899 0.113 0.313 0.088 -0.63
P -0.2185 -1.9794 0.5831 0.059 -0.059 -0.107 1.10
C -0.6127 -0.4791 -0.0623 0.203 0.152 0.087 0.66
P -1.9635 0.4711 -0.3313 -0.051 -0.211 -0.191 1.35
S -1.1770 2.3156 -0.2747 0.579 -0.079 0.261 -0.82
C -3.3171 0.2782 0.8714 -0.053 0.057 0.004 0.23
C -3.4021 1.1265 1.9711 -0.142 -0.001 0.050 -0.58
C -4.3437 0.8890 2.9659 0.071 0.051 -0.056 -0.66
C -5.1958 -0.2031 2.8751 0.011 0.023 0.019 -0.51
C -5.1168 -1.0529 1.7810 0.075 -0.019 -0.095 -0.87
C -4.1833 -0.8099 0.7810 -0.039 -0.064 0.083 -0.17
C -2.7328 0.0335 -1.9181 -0.183 0.219 0.018 0.27
C -1.9817 -0.6601 -2.8592 -0.053 -0.061 -0.091 -0.31
C -2.5371 -0.9788 -4.0934 0.051 -0.006 0.059 -0.68
C -3.8377 -0.5971 -4.3919 0.021 -0.016 -0.009 -0.48
C -4.5864 0.1113 -3.4604 0.013 0.042 0.096 -0.69
C -4.0346 0.4256 -2.2261 -0.034 0.022 -0.083 -0.25
C -0.6080 -3.2552 -0.6515 -0.050 -0.020 -0.022 0.14
C 0.3953 -3.7231 -1.4930 -0.033 -0.098 -0.044 -0.65
C 0.0728 -4.5282 -2.5803 0.026 0.048 0.050 -0.61
C -1.2510 -4.8614 -2.8352 0.034 -0.001 -0.002 -0.54
C -2.2560 -4.3995 -1.9961 0.007 0.052 0.061 -0.97
C -1.9349 -3.5990 -0.9088 -0.014 -0.035 -0.040 -0.03
C -1.1842 -2.4286 2.0589 0.050 -0.134 0.008 0.47
C -1.4464 -1.4134 2.9755 -0.089 -0.015 0.093 -0.48
C -2.1710 -1.6788 4.1270 0.045 0.034 -0.030 -0.74
C -2.6399 -2.9645 4.3728 0.000 0.029 0.018 -0.65
C -2.3724 -3.9824 3.4718 0.069 -0.008 -0.121 -0.73
C -1.6416 -3.7161 2.3165 -0.016 -0.054 0.112 -0.34
H -2.7277 1.9718 2.0336 -0.002 0.018 0.010 0.38
H -4.4112 1.5598 3.8148 0.013 -0.025 -0.028 0.43
H -5.9210 -0.3946 3.6572 0.013 0.023 -0.029 0.41
H -5.7844 -1.9027 1.7035 0.035 0.016 -0.003 0.42
H -4.1291 -1.4686 -0.0787 -0.036 0.010 0.018 0.43
H -0.9701 -0.9505 -2.6024 0.017 -0.026 -0.010 0.35
H -1.9525 -1.5307 -4.8199 -0.014 0.017 0.028 0.44
H -4.2710 -0.8503 -5.3526 0.023 0.012 0.029 0.39
H -5.5986 0.4182 -3.6956 0.030 -0.013 0.016 0.39
H -4.6171 0.9776 -1.4968 -0.009 -0.017 -0.027 0.46
H 1.4228 -3.4452 -1.2880 -0.006 0.001 -0.022 0.34
H 0.8580 -4.8908 -3.2329 -0.015 0.004 0.021 0.43
H -1.5010 -5.4812 -3.6881 0.015 0.012 0.026 0.39
H -3.2896 -4.6558 -2.1944 0.014 0.010 0.016 0.42
H -2.7212 -3.2351 -0.2566 0.003 -0.017 -0.020 0.42
H -1.0913 -0.4113 2.7614 0.003 0.032 0.017 0.47
H -2.3864 -0.8800 4.8270 0.015 -0.020 -0.027 0.46
H -3.2156 -3.1704 5.2674 0.016 0.011 -0.021 0.41
H -2.7327 -4.9856 3.6647 0.020 0.015 -0.019 0.42
H -1.4241 -4.5153 1.6186 -0.028 -0.005 0.021 0.47
N 4.6732 1.9999 -0.7128 0.199 -0.001 0.046 0.26
C 4.8370 1.1860 -1.8202 0.006 0.107 0.051 0.70
C 5.9213 0.9319 -2.6556 0.005 -0.004 0.081 -1.20
C 5.6997 0.0584 -3.7003 -0.110 -0.083 -0.081 -0.45
C 4.4429 -0.5423 -3.9073 0.103 0.026 -0.011 -0.61
C 3.3759 -0.2846 -3.0719 -0.033 -0.016 0.010 -0.68
C 3.5820 0.6021 -2.0180 -0.098 -0.051 0.025 0.08
N 2.6902 1.0606 -1.0593 0.329 -0.074 -0.368 0.06
C 3.3707 1.8648 -0.3086 0.051 0.378 0.278 -0.50
C 2.9403 1.9904 2.0743 -0.289 0.034 -0.373 0.07
C 4.0023 2.0547 2.9092 0.325 -0.006 0.089 -0.78
S 3.6831 1.1438 4.3119 0.110 -0.091 0.334 -0.24
C 2.1366 0.7447 3.6982 -0.002 -0.280 0.422 -0.28
N 1.8746 1.2496 2.5467 0.436 0.585 -0.129 -0.04
H 5.3850 2.5269 -0.2402 -0.016 0.015 0.002 0.26
H 6.8920 1.3849 -2.4953 -0.041 0.005 -0.008 0.40
H 6.5119 -0.1706 -4.3789 -0.027 -0.002 0.016 0.38
H 4.3153 -1.2175 -4.7440 0.021 0.000 0.030 0.42
H 2.4066 -0.7469 -3.2105 0.024 0.024 -0.021 0.49
H 4.9489 2.5533 2.7739 -0.069 -0.020 -0.052 0.40
H 1.4617 0.0910 4.2368 0.053 0.064 -0.038 0.34
C 1.5143 4.4341 1.6629 -0.002 -0.007 0.008 -1.58
C 2.5852 4.0390 0.6505 -0.072 -0.138 0.010 1.14
C 2.0836 4.3148 -0.7627 -0.010 -0.018 -0.027 -1.55
C 3.8726 4.8187 0.9190 0.006 0.029 0.021 -1.57
N 2.7923 2.5595 0.7767 0.287 -0.123 0.044 1.71
H 1.2625 5.4870 1.5302 0.013 -0.004 0.022 0.53
H 1.8624 4.2931 2.6889 -0.014 0.017 -0.023 0.35
H 0.6151 3.8356 1.5134 -0.017 -0.001 0.000 0.12
H 1.8262 5.3709 -0.8525 0.023 -0.008 -0.014 0.52
H 1.1982 3.7157 -0.9770 -0.002 0.005 -0.002 0.19
H 2.8443 4.0851 -1.5131 -0.016 0.024 0.014 0.35
H 3.6697 5.8907 0.8723 0.017 -0.026 -0.009 0.43
H 4.6375 4.5989 0.1707 -0.013 0.017 0.006 0.32
H 4.2664 4.6019 1.9138 -0.012 0.019 -0.014 0.30
```
Forces are in eV/Å.

---

Molecular formula: C2H8N4S
Method: DFT, ωB97M-V with the def2-TZVPD basis set

Orbital gap (alpha / beta) in eV: 4.289 / 5.022
Charge: +2
HOMO energy (alpha / beta) in eV: -17.595 / -18.293

XYZ file:
```
15
Properties=species:S:1:pos:R:3:forces:R:3:mulliken_charge:R:1
C -1.5470 -0.0966 -0.0013 -2.014 1.069 0.041 0.52
C -0.2059 1.9562 -0.1338 0.600 1.652 0.023 -0.71
N -1.3781 -1.5149 0.0200 -0.371 -1.742 0.034 0.35
N -0.4944 0.6166 -0.0753 -0.254 -0.638 0.278 0.03
N -0.2935 -2.0303 -0.1584 0.765 0.342 -0.335 -0.33
N 2.2434 -0.2827 0.1630 -0.669 0.206 0.018 -0.56
S -3.1985 0.4469 0.0858 1.934 -0.241 0.006 0.17
H -1.0499 2.6476 -0.2485 -0.027 -0.313 -0.116 0.41
H 0.3617 2.2285 0.7708 -0.036 -0.099 -0.056 0.33
H 0.5138 2.1172 -0.9524 -0.028 -0.009 -0.054 0.33
H -2.2739 -2.0287 0.1874 0.379 -0.070 -0.081 0.29
H 2.3734 -1.0971 0.7496 0.133 0.083 -0.022 0.28
H -0.2321 -3.0576 -0.1588 -0.692 -0.154 0.212 0.33
H 2.5036 -0.4496 -0.8015 0.114 0.011 0.078 0.29
H 2.6773 0.5445 0.5534 0.165 -0.097 -0.024 0.29
```
Forces are in eV/Å.

---

In the order shown, the computed energy relative to the best compared isomer or geometry (same formula, charge and spin) values come out to 0.000, 7.654 eV.
In the order shown, the computed strongest force on any atom values come out to 0.0410, 0.0443 Eh/bohr.